[1]
Molecular formula: C7H11N
Method: DFT, ωB97M-V/def2-TZVPD

Cartesian coordinates (Å):
C: -1.04601 1.05898 -0.44464
C: -1.93764 -0.18640 0.13780
C: 1.18372 -0.76760 0.11331
C: 1.58954 0.65752 -0.21940
C: 0.22851 1.11878 0.44978
C: 0.19961 -0.37899 1.12706
C: 0.21424 -1.48703 -0.60662
H: -0.47763 0.44630 -1.55812
H: -1.56960 2.20454 -0.62419
H: -2.52455 -0.40748 -0.64541
H: -2.59808 0.19321 0.93142
H: 2.01014 -1.14070 0.59484
H: 2.59040 0.85453 0.29904
H: 1.62096 1.05771 -1.22036
H: 0.31101 1.85514 1.17108
H: 0.34773 -0.21008 2.27228
H: 0.45696 -2.50747 -0.48396
H: 0.27721 -1.16557 -1.74151
N: -0.87652 -1.19540 0.44761

## Properties
**Spin multiplicity**: 1
**Max |F|**: 5.0 eV Å⁻¹
**Highest occupied orbital energy**: -0.32065 hartree
**Relative energy (zero: lowest compared OMol25 entry of this formula, charge and spin)**: 140.1 kcal/mol
**Gap between HOMO and LUMO**: 9.85 eV
**Total energy**: -327.86465 a.u.

***

[2]
Molecular formula: C7H11N
Method: DFT, ωB97M-V/def2-TZVPD

Cartesian coordinates (Å):
C: -2.04341 0.86811 -0.83110
C: 0.49873 -1.09247 -1.24534
C: 1.77220 0.56721 0.16826
C: 0.38833 0.03771 -0.21834
N: -0.22123 -0.90826 2.14636
C: -0.62864 1.08699 -0.48970
C: -0.55075 -0.30163 1.03486
C: -1.64144 0.29990 0.50524
H: 0.65861 -1.39496 2.28446
H: -0.88754 -1.04301 2.90157
H: -0.33669 2.06591 -0.12092
H: -2.71521 1.71739 -0.79501
H: -2.29101 0.14501 -1.59882
H: 0.96047 -0.72875 -2.17010
H: 1.11926 -1.90846 -0.85933
H: 2.28348 0.98673 -0.70525
H: 2.40036 -0.23459 0.57145
H: 1.71061 1.35315 0.92878
H: -0.47612 -1.51600 -1.50709

## Properties
**Spin multiplicity**: 1
**Max |F|**: 5.6 eV Å⁻¹
**Highest occupied orbital energy**: -0.24192 hartree
**Relative energy (zero: lowest compared OMol25 entry of this formula, charge and spin)**: 109.6 kcal/mol
**Gap between HOMO and LUMO**: 7.50 eV
**SMILES**: CC1(C)C(N)=C2C[C@@H]21
**Total energy**: -327.91339 a.u.

***

[3]
Molecular formula: C7H11N
Method: DFT, ωB97M-V/def2-TZVPD

Cartesian coordinates (Å):
C: 1.10348 1.32132 1.38597
C: 0.31017 0.68377 -0.98775
C: 0.09750 1.42047 0.41469
C: 0.30369 -0.80186 -0.67606
C: -1.31009 1.80604 0.67522
C: -1.04159 -1.47442 -0.48150
C: 1.45171 -1.58533 -0.25771
N: 1.96692 1.31382 2.12480
H: -0.49968 1.11528 -1.54340
H: 1.17629 0.89227 -1.51131
H: -1.78988 1.92820 -0.19683
H: -1.29640 2.62116 1.38906
H: -1.73763 0.92960 1.13999
H: -1.23974 -1.41185 0.57751
H: -1.27957 -2.36841 -0.86750
H: -1.75067 -0.81497 -0.78123
H: 2.34999 -1.52241 -1.01660
H: 1.25097 -2.70124 -0.16402
H: 1.93453 -1.35143 0.77668

## Properties
**Spin multiplicity**: 1
**Max |F|**: 4.7 eV Å⁻¹
**Highest occupied orbital energy (spin up / spin down)**: -0.30200 / -0.27475 hartree
**Relative energy (zero: lowest compared OMol25 entry of this formula, charge and spin)**: 103.6 kcal/mol
**Gap between HOMO and LUMO (spin up / spin down)**: 8.67 / 7.02 eV
**Total energy**: -327.92294 a.u.

***

[4]
Molecular formula: C7H11N
Method: DFT, ωB97M-V/def2-TZVPD

Cartesian coordinates (Å):
C: 0.53045 -0.11068 -1.49600
C: 0.72242 1.49381 -0.62377
C: -0.26710 1.06153 0.75360
C: -0.47542 -0.23994 1.72608
C: 0.72205 -0.43436 0.75990
C: -0.91379 0.23511 -0.12988
C: -0.70487 -0.90528 -0.80151
H: 0.41851 0.26234 -2.53841
H: 1.46016 -0.59306 -1.56967
H: 0.42116 2.15927 -1.33034
H: 1.75466 1.52422 -0.06027
H: -0.69549 1.98600 1.14481
H: -0.36661 -0.18189 2.73301
H: 1.70312 -0.22185 1.21648
H: 0.78230 -1.39754 0.00046
H: -1.97205 0.21081 0.42964
H: -1.50537 -1.22983 -1.48803
H: -0.41539 -2.17849 0.50788
N: -1.19874 -1.44018 0.76603

## Properties
**Spin multiplicity**: 1
**Max |F|**: 11.2 eV Å⁻¹
**Highest occupied orbital energy**: -0.22294 hartree
**Relative energy (zero: lowest compared OMol25 entry of this formula, charge and spin)**: 465.2 kcal/mol
**Gap between HOMO and LUMO**: 6.59 eV
**Total energy**: -327.34665 a.u.

***

[5]
Molecular formula: C7H11N
Method: DFT, ωB97M-V/def2-TZVPD

Cartesian coordinates (Å):
C: 1.31349 0.27972 1.37132
C: 0.44018 0.09142 0.57681
C: 0.05419 0.11611 -1.79501
C: 2.30947 0.59049 2.35858
C: -1.62851 1.00903 -0.19671
C: -1.23786 -1.52687 -0.40941
C: -0.64294 -0.12036 -0.48892
N: 0.13658 -0.81880 -2.64292
H: 0.66813 1.15562 -1.80400
H: 2.50010 1.61489 2.34947
H: 1.93617 0.50360 3.33732
H: 3.10755 -0.23392 2.36725
H: -1.65229 1.17175 0.89342
H: -2.60002 0.61337 -0.73026
H: -1.26203 1.85869 -0.73068
H: -1.44829 -1.82177 -1.39662
H: -2.08468 -1.69102 0.27982
H: -0.52240 -2.23943 0.06161
H: 0.61317 -0.55252 -3.40106

## Properties
**Spin multiplicity**: 1
**Max |F|**: 4.7 eV Å⁻¹
**Highest occupied orbital energy**: -0.34861 hartree
**Relative energy (zero: lowest compared OMol25 entry of this formula, charge and spin)**: 82.7 kcal/mol
**Gap between HOMO and LUMO**: 10.37 eV
**SMILES**: [H]/N=C/C(C)(C)C#CC
**Total energy**: -327.95623 a.u.

***

[6]
Molecular formula: C7H11N2
Method: DFT, ωB97M-V/def2-TZVPD

Cartesian coordinates (Å):
C: 0.05658 0.22259 0.04423
C: 3.92127 -1.42673 -0.13853
C: 2.26849 2.82196 -0.16655
C: 3.86413 -2.59104 0.12324
C: -3.60742 -0.59564 -0.05921
C: -1.07699 -0.59512 -0.09145
C: -2.35699 0.13749 0.39832
N: 1.95461 1.67971 0.26981
N: 0.86530 1.06135 0.04977
H: 3.83800 -3.61270 0.36542
H: 3.99689 -0.40726 -0.37901
H: 3.23970 3.19882 0.11793
H: 1.63921 3.44114 -0.80381
H: -3.65397 -1.59721 0.35207
H: -3.64064 -0.66595 -1.14230
H: -4.48233 -0.04456 0.27313
H: -0.94913 -1.53427 0.45556
H: -1.18033 -0.83136 -1.15962
H: -2.36935 1.15378 0.00491
H: -2.32701 0.18500 1.48611

## Properties
**Spin multiplicity**: 1
**Max |F|**: 4.2 eV Å⁻¹
**Highest occupied orbital energy**: -0.49325 hartree
**Relative energy (zero: lowest compared OMol25 entry of this formula, charge and spin)**: 139.7 kcal/mol
**Gap between HOMO and LUMO**: 8.41 eV
**Charge**: +1
**Total energy**: -382.40102 a.u.

***

Repeat the first record exactly.
Molecular formula: C7H11N
Method: DFT, ωB97M-V/def2-TZVPD

Cartesian coordinates (Å):
C: -1.04601 1.05898 -0.44464
C: -1.93764 -0.18640 0.13780
C: 1.18372 -0.76760 0.11331
C: 1.58954 0.65752 -0.21940
C: 0.22851 1.11878 0.44978
C: 0.19961 -0.37899 1.12706
C: 0.21424 -1.48703 -0.60662
H: -0.47763 0.44630 -1.55812
H: -1.56960 2.20454 -0.62419
H: -2.52455 -0.40748 -0.64541
H: -2.59808 0.19321 0.93142
H: 2.01014 -1.14070 0.59484
H: 2.59040 0.85453 0.29904
H: 1.62096 1.05771 -1.22036
H: 0.31101 1.85514 1.17108
H: 0.34773 -0.21008 2.27228
H: 0.45696 -2.50747 -0.48396
H: 0.27721 -1.16557 -1.74151
N: -0.87652 -1.19540 0.44761

## Properties
**Spin multiplicity**: 1
**Max |F|**: 5.0 eV Å⁻¹
**Highest occupied orbital energy**: -0.32065 hartree
**Relative energy (zero: lowest compared OMol25 entry of this formula, charge and spin)**: 140.1 kcal/mol
**Gap between HOMO and LUMO**: 9.85 eV
**Total energy**: -327.86465 a.u.